Density functional theory data (ωB97M-V/def2-TZVPD) for one molecule with the formula C6H7N at a distorted geometry.

Atoms and positions in Å:
1 N -2.669 -0.561 1.082
2 C -1.751 -0.765 0.403
3 C -0.620 0.256 0.550
4 C -0.386 0.878 -0.826
5 C 0.811 0.106 -1.302
6 C 1.359 -0.636 -0.340
7 C 0.634 -0.510 0.970
8 H -0.909 1.009 1.296
9 H -1.271 0.762 -1.464
10 H -0.195 1.954 -0.747
11 H 1.180 0.185 -2.317
12 H 2.240 -1.254 -0.452
13 H 0.372 -1.473 1.426
14 H 1.205 0.049 1.721

Calculated values
E_HOMO = -9.6547 eV
SMILES = N#CC1CC=CC1
total energy = -7823.24827 eV
LUMO = 0.22 eV
molecular weight = 93.13 g/mol
Kohn-Sham gap = 9.8732 eV
energy above the lowest of the compared OMol25 structures with the same formula, charge and spin = 55.3 kcal/mol